DFT (ωB97M-V with the def2-TZVPD basis set) results for a molecular structure, C20H21N3O3SV in a non-equilibrium geometry.

The geometry in XYZ format:
```
49
Properties=species:S:1:pos:R:3:forces:R:3
C -1.26579 0.56605 3.23952 -0.62 1.18 -1.12
C -0.83303 -0.84553 3.34658 -0.03 -1.35 0.58
H -0.83581 1.05986 2.35676 0.30 -0.07 0.28
H -1.00798 1.16488 4.10880 -0.01 0.00 0.11
H -2.34123 0.64268 3.06921 -0.17 -0.01 0.32
H -1.07949 -1.46681 2.48307 0.03 0.23 -0.24
H 0.23707 -0.91693 3.50226 0.17 -0.16 0.02
H -1.34614 -1.34376 4.18241 0.27 0.12 -0.02
C 0.22007 2.34414 -1.94228 0.21 -0.69 -1.01
C 1.04098 3.21768 -2.66269 -0.20 -0.28 -0.04
C 1.58847 2.79558 -3.88136 -0.21 -0.03 0.42
C 1.42209 1.46924 -4.27941 -0.51 -0.86 0.36
H -0.21897 2.60379 -0.98281 0.00 0.13 -0.21
H 1.22228 4.21790 -2.27033 0.00 -0.32 -0.15
H 2.16734 3.49162 -4.48900 -0.10 -0.27 0.20
H 1.89060 1.04828 -5.17222 -0.04 0.37 0.30
N -0.06244 1.09201 -2.39617 2.43 2.13 -1.07
C 0.63400 0.60900 -3.49357 -0.16 2.28 0.66
C 0.51896 -0.82450 -3.58765 -0.71 -2.45 0.42
N -0.26060 -1.32386 -2.55574 1.91 -2.29 -1.27
C -0.26515 -2.65818 -2.27850 0.30 0.97 -1.03
C 0.98491 -3.09069 -4.29050 -0.07 0.30 0.18
C 0.32227 -3.56562 -3.15258 -0.11 0.04 0.13
H -0.75370 -2.94042 -1.34463 -0.02 -0.10 -0.40
H 0.23180 -4.63117 -2.93779 0.17 0.33 -0.14
C 1.14011 -1.71251 -4.48774 -0.49 0.53 0.69
H 1.72545 -1.28630 -5.29928 -0.10 -0.34 0.09
H 1.40086 -3.80053 -5.00394 -0.01 0.23 0.19
V -1.34940 -0.09244 -1.57027 -1.95 0.36 1.88
C -3.29938 0.12111 -2.22782 0.16 -0.15 -0.11
H -3.80827 -0.78598 -2.59867 0.13 0.41 0.06
H -3.64208 1.01249 -2.77686 0.12 -0.39 0.16
H -3.61171 0.24457 -1.17075 -0.39 0.10 0.08
O 6.34746 1.83909 1.86037 -0.15 -0.36 -0.20
S 5.51589 0.66739 2.02628 -2.09 0.28 0.40
O 6.16605 -0.62236 2.00247 -0.01 0.25 -0.16
N 4.16049 0.70539 1.12696 -0.46 0.03 -0.91
C 2.96208 0.80486 1.77745 1.70 -0.20 -1.00
O 1.84159 0.89317 1.23598 0.51 -0.15 0.57
C 3.22736 0.82258 3.25750 -0.56 0.25 0.84
C 2.31972 0.90657 4.31381 -0.07 0.00 -0.47
C 2.79161 1.04894 5.61506 0.25 -0.03 0.02
C 4.16924 1.10651 5.87838 0.00 -0.07 -0.47
C 5.08400 0.98152 4.82082 -0.58 -0.03 0.07
C 4.57506 0.83509 3.53500 0.91 -0.02 0.93
H 1.25367 0.86600 4.08045 0.36 0.15 0.21
H 2.07644 1.12098 6.43012 0.15 0.02 -0.04
H 4.52345 1.25170 6.89696 -0.07 -0.07 -0.19
H 6.15970 1.00283 4.96950 -0.16 0.02 0.11
```
Forces are in eV/Å.

relative energy (zero: lowest compared OMol25 entry of this formula, charge and spin)	0.000	eV
charge	0
2S+1	4
E_LUMO (spin up / spin down)	-0.0788 / -0.0853	Eh
⟨S²⟩	3.78
calculated total energy	-2506.7724	Ha